Entry 1:
A molecular structure, C25H45ClP2Pb at a distorted geometry. Source: the OMol25 dataset; level of theory: ωB97M-V/def2-TZVPD.

Last column: Löwdin charge in e.
Element x y z (Å)
Pb -0.40 0.56 0.54  0.945
C -0.86 4.36 1.21  -0.186
C -1.49 4.08 -0.04  -0.107
C -3.04 3.82 1.64  -0.095
C -1.82 4.19 2.24  -0.145
C -2.84 3.73 0.23  -0.198
C 0.55 4.78 1.41  -0.017
H 1.13 4.65 0.49  0.076
H 1.03 4.19 2.21  0.095
H 0.61 5.84 1.69  0.111
C -1.61 4.39 3.69  0.014
H -0.56 4.60 3.91  0.092
H -1.90 3.51 4.27  0.104
H -2.21 5.24 4.05  0.118
C -4.30 3.55 2.35  0.035
H -4.72 4.49 2.77  0.134
H -4.15 2.87 3.20  0.115
H -5.06 3.11 1.69  0.095
C -3.87 3.38 -0.77  -0.026
H -4.52 4.24 -0.97  0.108
H -4.50 2.56 -0.43  0.085
H -3.41 3.08 -1.72  0.081
C -0.86 4.14 -1.37  0.023
H -1.11 5.10 -1.86  0.145
H -1.22 3.33 -2.03  0.101
H 0.24 4.06 -1.31  0.095
C 3.39 -3.32 -0.55  -0.139
C 3.94 -2.14 -0.89  -0.176
C 4.20 -1.71 -2.30  -0.172
C 3.11 -2.13 -3.33  -0.158
C 1.67 -2.07 -2.86  -0.134
C 0.98 -3.16 -2.47  -0.145
C 1.60 -4.47 -2.10  -0.167
C 3.04 -4.43 -1.51  -0.157
H 5.16 -2.12 -2.66  0.135
H 3.35 -3.14 -3.71  0.113
H 4.31 -0.62 -2.31  0.108
H 3.77 -4.48 -2.33  0.113
H 3.31 -3.58 0.51  0.110
H 4.37 -1.51 -0.11  0.096
H 3.15 -5.37 -0.95  0.126
H 0.92 -4.98 -1.39  0.110
H -0.11 -3.18 -2.50  0.080
H 1.66 -5.13 -2.99  0.135
H 3.22 -1.43 -4.19  0.129
H 1.16 -1.11 -3.04  0.104
P 1.54 -1.08 1.02  0.791
P -1.81 -1.66 -0.25  0.748
C 0.79 -2.70 0.52  -0.384
C -0.73 -3.00 0.34  -0.380
H 1.21 -3.49 1.17  0.105
H 1.28 -2.80 -0.45  0.005
H -0.85 -3.82 -0.37  0.087
H -1.12 -3.36 1.30  0.058
C -3.49 -2.05 0.27  -0.228
H -4.16 -1.20 0.09  0.058
H -3.51 -2.30 1.34  0.055
H -3.83 -2.92 -0.32  0.072
C -1.86 -1.50 -2.06  -0.263
H -2.25 -2.42 -2.53  0.068
H -0.87 -1.28 -2.47  0.018
H -2.53 -0.66 -2.34  0.061
C 2.84 -1.17 2.27  -0.214
H 3.00 -0.14 2.65  0.068
H 3.78 -1.56 1.87  0.049
H 2.47 -1.81 3.09  0.064
C 2.15 -0.14 -0.47  -0.348
H 1.50 0.68 -0.85  -0.054
H 2.23 -0.83 -1.31  -0.007
H 3.15 0.29 -0.31  0.074
Cl -0.93 -1.66 3.40  0.538
C -0.99 -0.04 2.79  -0.895
H -2.04 0.29 2.84  -0.033
H -0.30 0.58 3.37  -0.018

- largest force on an atom (eV/A) = 5.8
- LUMO level (eV) = -8.87
- charge = +2
- spin multiplicity = 1



Entry 2:
5 unconnected molecules or ions with the total composition C32H72NO3P at a distorted geometry. Source: the OMol25 dataset; level of theory: ωB97M-V/def2-TZVPD.

Last column: Löwdin charge in e.
Element x y z (Å)
C 3.06 1.02 6.15  0.055
C 2.03 0.75 5.55  -0.181
C 0.80 0.41 4.61  -0.364
P 0.16 -1.35 4.85  0.969
C -1.70 -1.41 4.48  -0.442
N -2.48 -0.68 5.54  -0.064
C 0.98 -2.44 3.51  -0.365
O 0.41 -2.18 2.22  -0.189
C 1.40 -2.10 1.18  -0.243
O 1.00 -1.19 0.13  -0.138
C 1.16 0.18 0.61  -0.155
C -0.22 0.78 1.16  -0.207
O -1.06 1.16 0.02  -0.103
H 4.12 1.34 6.35  0.055
H 1.16 0.49 3.54  0.053
H -0.02 1.17 4.79  0.085
H -1.85 -0.90 3.48  0.059
H -2.06 -2.48 4.37  0.087
H -3.07 0.00 5.03  0.062
H -1.77 -0.11 6.02  0.020
H 2.10 -2.25 3.59  0.093
H 0.82 -3.52 3.86  0.098
H 2.44 -1.81 1.54  0.124
H 1.48 -3.12 0.69  0.154
H 1.47 0.87 -0.25  0.135
H 1.99 0.27 1.39  0.125
H -0.77 0.04 1.80  0.098
H 0.00 1.74 1.74  0.123
H -1.92 1.39 0.43  0.092
C 0.32 1.87 9.08  -0.112
C 1.08 0.62 9.52  -0.271
C 0.27 -0.66 9.37  -0.226
C -1.01 -0.74 10.21  -0.229
C -0.81 -0.58 11.72  -0.274
C 0.06 -1.67 12.34  -0.116
H -0.56 2.04 9.70  0.066
H 0.96 2.75 9.17  0.070
H 0.00 1.78 8.04  0.060
H 1.42 0.75 10.56  0.099
H 1.99 0.54 8.91  0.085
H 0.92 -1.51 9.61  0.103
H 0.00 -0.79 8.32  0.086
H -1.49 -1.71 10.02  0.110
H -1.72 0.02 9.87  0.100
H -1.79 -0.60 12.20  0.103
H -0.38 0.40 11.95  0.098
H -0.37 -2.66 12.15  0.075
H 0.12 -1.53 13.42  0.068
H 1.08 -1.65 11.94  0.065
C -5.17 -0.13 -5.38  -0.115
C -4.31 -1.16 -4.67  -0.271
C -4.07 -0.84 -3.19  -0.227
C -3.31 0.46 -2.92  -0.225
C -1.93 0.56 -3.58  -0.261
C -0.95 -0.49 -3.09  -0.101
H -4.68 0.85 -5.41  0.060
H -5.34 -0.43 -6.42  0.066
H -6.14 -0.02 -4.89  0.074
H -3.36 -1.28 -5.20  0.099
H -4.81 -2.13 -4.73  0.104
H -3.53 -1.68 -2.73  0.102
H -5.03 -0.79 -2.68  0.108
H -3.19 0.58 -1.84  0.096
H -3.92 1.31 -3.25  0.102
H -1.51 1.55 -3.35  0.106
H -2.02 0.51 -4.67  0.085
H -0.82 -0.44 -2.01  0.054
H 0.03 -0.34 -3.56  0.067
H -1.28 -1.50 -3.35  0.069
C 3.52 -0.51 -2.29  -0.105
C 4.62 -1.57 -2.23  -0.261
C 5.17 -1.80 -0.82  -0.224
C 5.84 -0.59 -0.17  -0.231
C 7.01 0.01 -0.95  -0.272
C 8.17 -0.95 -1.12  -0.114
H 3.89 0.47 -1.99  0.069
H 3.14 -0.42 -3.31  0.072
H 2.69 -0.78 -1.64  0.052
H 5.43 -1.29 -2.91  0.099
H 4.21 -2.51 -2.60  0.107
H 5.87 -2.63 -0.85  0.102
H 4.34 -2.13 -0.17  0.095
H 6.19 -0.88 0.83  0.109
H 5.09 0.20 0.00  0.097
H 7.37 0.89 -0.41  0.104
H 6.67 0.37 -1.93  0.099
H 8.54 -1.30 -0.15  0.075
H 9.00 -0.46 -1.64  0.070
H 7.89 -1.83 -1.72  0.066
C -1.58 1.81 -7.66  -0.116
C -1.44 1.89 -9.17  -0.271
C -2.30 2.99 -9.81  -0.230
C -3.81 2.83 -9.62  -0.230
C -4.40 1.52 -10.15  -0.275
C -4.22 1.34 -11.65  -0.115
H -2.60 1.55 -7.36  0.056
H -0.92 1.05 -7.25  0.069
H -1.32 2.77 -7.19  0.078
H -1.68 0.92 -9.61  0.099
H -0.39 2.09 -9.41  0.104
H -2.06 3.04 -10.87  0.100
H -2.00 3.96 -9.39  0.109
H -4.30 3.67 -10.13  0.109
H -4.06 2.92 -8.56  0.100
H -5.47 1.50 -9.92  0.104
H -3.96 0.66 -9.62  0.097
H -4.68 2.16 -12.20  0.075
H -4.70 0.41 -11.98  0.069
H -3.17 1.28 -11.93  0.066

- largest force on an atom (eV/A) = 2.5
- LUMO level (eV) = 0.41
- spin multiplicity = 1
- structure (SMILES) = C#CCP(CN)COCOCCO.CCCCCC.CCCCCC.CCCCCC.CCCCCC



Entry 3:
CH2O3S in the gas phase at a distorted geometry. Source: the OMol25 dataset; level of theory: ωB97M-V/def2-TZVPD.

Last column: Löwdin charge in e.
Element x y z (Å)
C 0.91 -0.59 -0.17  0.296
O -1.12 0.54 -1.27  -0.304
O -0.02 1.90 0.48  -0.277
O -1.22 -0.17 1.08  -0.245
S -0.55 0.65 0.04  0.407
H 1.27 -1.00 0.77  0.058
H 0.72 -1.33 -0.94  0.066

- largest force on an atom (eV/A) = 3.9
- LUMO level (alpha / beta) (eV) = -4.11 / -4.08
- spin multiplicity = 1



Entry 4:
4 unconnected molecules or ions with the total composition C29H62N2O16P3 at a distorted geometry. Source: the OMol25 dataset; level of theory: ωB97M-V/def2-TZVPD.

Last column: Löwdin charge in e.
Element x y z (Å)
C 5.09 -1.09 -2.55  -0.037
C 4.27 -0.65 -3.81  -0.426
O 2.99 -0.13 -3.46  -0.027
C 5.07 0.32 -4.72  -0.161
N 4.75 0.19 -6.16  -0.046
C 5.81 -0.54 -6.90  -0.180
C 5.65 -2.04 -6.58  -0.117
O 6.68 -2.88 -7.28  0.022
C 6.97 -3.90 -6.47  -0.286
C 5.95 -4.81 -6.14  0.109
C 6.23 -5.85 -5.27  -0.050
C 5.12 -6.84 -4.89  -0.442
O 4.50 -7.42 -5.73  0.194
O 4.88 -6.97 -3.55  0.125
C 7.55 -5.96 -4.73  0.041
C 8.49 -5.05 -5.09  -0.004
N 8.18 -4.04 -5.94  0.201
H 5.51 -2.10 -2.67  0.062
H 5.94 -0.41 -2.34  0.076
H 4.43 -1.08 -1.68  0.085
H 4.07 -1.60 -4.36  0.118
H 2.37 -0.86 -3.56  0.095
H 6.14 0.06 -4.61  0.110
H 4.89 1.34 -4.35  0.133
H 3.93 -0.41 -6.22  0.097
H 5.59 -0.35 -7.97  0.129
H 6.81 -0.13 -6.68  0.127
H 5.86 -2.16 -5.50  0.117
H 4.64 -2.41 -6.82  0.136
H 4.94 -4.70 -6.55  0.158
H 4.83 -6.06 -3.21  0.131
H 7.74 -6.77 -4.03  0.147
H 9.50 -5.10 -4.68  0.154
H 8.88 -3.34 -6.19  0.204
O 0.00 -1.54 -1.10  -0.231
P -0.99 -1.47 0.03  0.668
O -2.22 -2.36 -0.63  -0.226
C -1.94 -3.64 -1.18  -0.291
C -1.72 -4.69 -0.11  -0.077
O -1.52 0.08 -0.28  -0.237
C -0.61 1.04 -0.83  -0.287
C -0.83 1.19 -2.32  -0.076
O -1.75 -1.35 1.48  -0.245
C -3.16 -1.06 1.55  -0.259
C -3.93 -2.28 2.02  -0.050
H -1.09 -3.59 -1.86  0.099
H -2.81 -3.91 -1.79  0.121
H -1.01 -4.34 0.65  0.073
H -1.33 -5.61 -0.55  0.077
H -2.65 -4.93 0.40  0.069
H 0.42 0.77 -0.60  0.098
H -0.80 1.99 -0.33  0.116
H -0.94 0.22 -2.81  0.069
H 0.01 1.72 -2.78  0.074
H -1.74 1.75 -2.52  0.073
H -3.55 -0.71 0.61  0.078
H -3.29 -0.26 2.28  0.123
H -3.72 -3.14 1.39  0.055
H -5.00 -2.08 1.99  0.081
H -3.64 -2.54 3.04  0.083
O 1.41 2.14 2.29  -0.222
P 1.53 3.09 3.44  0.638
O 3.15 2.99 3.75  -0.222
C 4.08 3.11 2.67  -0.290
C 4.22 4.55 2.19  -0.077
O 0.91 2.11 4.62  -0.231
C -0.08 1.13 4.28  -0.283
C 0.55 -0.24 4.14  -0.072
O 1.31 4.38 4.43  -0.228
C 1.90 4.42 5.74  -0.265
C 3.01 5.46 5.78  -0.064
H 3.80 2.46 1.85  0.102
H 5.04 2.75 3.04  0.119
H 3.25 5.01 2.03  0.075
H 4.79 4.58 1.26  0.077
H 4.75 5.15 2.93  0.068
H -0.60 1.42 3.36  0.099
H -0.82 1.12 5.08  0.118
H 1.48 -0.22 3.58  0.073
H -0.14 -0.93 3.65  0.060
H 0.79 -0.65 5.13  0.075
H 2.28 3.45 6.04  0.110
H 1.11 4.70 6.43  0.125
H 3.74 5.28 5.00  0.053
H 3.51 5.43 6.74  0.084
H 2.60 6.46 5.62  0.081
O -6.16 0.76 2.96  -0.225
P -6.92 2.05 2.99  0.639
O -8.47 1.51 2.98  -0.221
C -8.86 0.48 3.89  -0.285
C -9.01 1.00 5.31  -0.076
O -6.70 2.47 1.40  -0.230
C -5.52 2.06 0.71  -0.282
C -5.81 0.85 -0.15  -0.068
O -7.34 3.60 3.32  -0.228
C -8.43 4.23 2.63  -0.266
C -9.60 4.44 3.58  -0.063
H -8.16 -0.35 3.86  0.104
H -9.82 0.09 3.54  0.120
H -8.15 1.60 5.61  0.074
H -9.13 0.17 6.01  0.079
H -9.90 1.64 5.39  0.068
H -4.72 1.86 1.42  0.094
H -5.19 2.89 0.09  0.118
H -6.41 0.10 0.37  0.077
H -4.87 0.38 -0.48  0.060
H -6.37 1.14 -1.04  0.077
H -8.74 3.67 1.76  0.110
H -8.07 5.20 2.28  0.125
H -9.89 3.51 4.05  0.054
H -10.45 4.85 3.04  0.084
H -9.32 5.13 4.37  0.081

- largest force on an atom (eV/A) = 8.7
- LUMO level (eV) = -4.85
- charge = +1
- spin multiplicity = 1



Entry 5:
A molecular structure, C21H52AsBF6N2O3 at a distorted geometry. Source: the OMol25 dataset; level of theory: ωB97M-V/def2-TZVPD.

Last column: Löwdin charge in e.
Element x y z (Å)
B 0.76 -0.98 5.68  -0.498
H 0.34 -0.19 4.94  -0.105
H 0.26 -2.01 5.43  -0.113
H 1.91 -1.17 5.58  -0.113
H 0.49 -0.71 6.78  -0.110
As -0.50 1.10 1.42  0.801
F 0.97 0.12 1.16  -0.277
F 0.30 2.45 0.62  -0.287
F -1.87 2.15 1.66  -0.266
F -1.29 -0.27 2.20  -0.254
F 0.27 1.63 2.90  -0.250
F -1.05 0.47 -0.11  -0.273
C 3.18 -0.89 -2.67  -0.082
C 2.50 -1.21 -1.33  -0.248
N 3.25 -1.97 -0.35  -0.169
C 4.56 -1.40 -0.03  -0.245
C 4.47 0.12 0.31  -0.066
C 3.44 -3.37 -0.76  -0.262
C 2.16 -4.19 -0.70  -0.080
H 3.26 -1.81 -3.26  0.059
H 4.16 -0.42 -2.72  0.057
H 2.57 -0.25 -3.32  0.044
H 2.14 -0.31 -0.83  0.094
H 1.56 -1.71 -1.57  0.086
H 5.03 -1.91 0.80  0.110
H 5.09 -1.44 -0.99  0.093
H 4.52 0.66 -0.63  0.055
H 3.47 0.33 0.70  0.066
H 5.27 0.38 0.99  0.065
H 4.23 -3.76 -0.12  0.107
H 3.84 -3.41 -1.79  0.099
H 1.35 -3.72 -1.26  0.053
H 1.86 -4.38 0.33  0.070
H 2.20 -5.18 -1.18  0.066
C -4.12 0.34 -2.89  -0.093
C -2.62 0.03 -2.94  -0.242
N -2.13 -0.06 -4.32  -0.192
C -0.67 -0.11 -4.25  -0.261
C -0.03 1.23 -3.87  -0.081
C -2.75 -1.18 -5.02  -0.252
C -2.36 -1.13 -6.50  -0.110
H -4.50 0.55 -1.89  0.071
H -4.75 -0.49 -3.23  0.050
H -4.52 1.17 -3.48  0.070
H -2.10 0.79 -2.36  0.097
H -2.38 -0.89 -2.40  0.105
H -0.29 -0.84 -3.52  0.114
H -0.25 -0.38 -5.22  0.099
H -0.03 1.40 -2.79  0.067
H 1.02 1.15 -4.16  0.051
H -0.43 2.09 -4.41  0.073
H -3.82 -0.98 -5.04  0.093
H -2.56 -2.14 -4.54  0.121
H -1.41 -1.64 -6.71  0.057
H -2.20 -0.11 -6.85  0.075
H -2.96 -1.73 -7.18  0.060
C -1.74 -4.76 0.82  -0.034
C -0.82 -3.56 0.81  -0.515
O -0.03 -3.29 1.66  0.108
C -1.10 -2.53 -0.26  -0.053
H -2.61 -4.64 1.48  0.083
H -1.29 -5.61 1.34  0.075
H -2.13 -5.07 -0.15  0.063
H -2.00 -1.95 -0.09  0.082
H -1.20 -3.02 -1.24  0.068
H -0.23 -1.88 -0.30  0.054
C -2.63 3.80 5.14  -0.036
C -2.22 2.43 5.63  -0.497
O -1.32 2.32 6.44  0.066
C -2.73 1.20 4.95  -0.028
H -1.92 4.56 5.44  0.073
H -3.62 4.06 5.55  0.069
H -2.77 3.77 4.06  0.064
H -3.12 0.46 5.64  0.083
H -1.89 0.68 4.48  0.065
H -3.44 1.40 4.14  0.067
C -0.29 5.34 1.77  -0.029
C 0.96 5.09 2.58  -0.499
O 0.88 4.65 3.70  0.080
C 2.33 5.15 1.92  -0.025
H -0.47 4.59 1.00  0.063
H -0.43 6.29 1.24  0.066
H -1.10 5.20 2.49  0.068
H 2.98 5.57 2.69  0.071
H 2.44 5.76 1.02  0.063
H 2.64 4.12 1.75  0.086

- largest force on an atom (eV/A) = 3.4
- LUMO level (eV) = 3.89
- charge = -2
- spin multiplicity = 1



Entry 6:
C2H4N2OS in the gas phase at a distorted geometry. Source: the OMol25 dataset; level of theory: ωB97M-V/def2-TZVPD.

Last column: Löwdin charge in e.
Element x y z (Å)
H 0.36 -1.75 -0.81  0.029
N -0.49 -1.41 -0.37  0.111
C -0.45 -0.18 -0.06  -0.497
N -1.56 0.51 0.35  0.120
C 0.85 0.67 -0.06  -0.677
O 0.81 1.85 -0.39  0.002
S 2.44 -0.13 0.09  0.857
H -1.55 1.53 0.21  0.113
H -2.44 0.04 0.23  0.100
H 2.04 -1.12 0.82  -0.159

- largest force on an atom (eV/A) = 2.3
- LUMO level (eV) = -0.03
- spin multiplicity = 1
- structure (SMILES) = [H]/N=C(/N)C(=O)S